{"formula": "C22H45O20Zn", "method": "wB97M-V/def2-TZVPD", "energy_ev": -112902.808, "total_charge": 1, "lumo_energy_ev": -5.52, "homo_lumo_gap_ev": 5.856, "homo_energy_ha": -0.418, "species": ["Zn", "C", "O", "H", "H", "H", "C", "O", "C", "O", "O", "C", "H", "H", "H", "H", "H", "H", "C", "O", "C", "O", "O", "C", "H", "H", "H", "H", "H", "H", "C", "O", "C", "O", "O", "C", "H", "H", "H", "H", "H", "H", "C", "O", "C", "O", "O", "C", "H", "H", "H", "H", "H", "H", "C", "O", "C", "O", "O", "C", "H", "H", "H", "H", "H", "H", "C", "O", "C", "O", "O", "C", "H", "H", "H", "H", "H", "H", "C", "C", "O", "C", "H", "H", "H", "H", "H", "H"], "positions_angstrom": [[-2.1750, 0.9937, 2.5971], [0.2398, 0.6774, 0.3261], [-0.6623, 0.9092, 1.3435], [0.8452, 1.5483, 0.0349], [0.9832, -0.0897, 0.5862], [-0.2297, 0.3921, -0.6269], [-0.6861, -4.7144, -5.4778], [-0.8796, -4.0367, -4.2423], [0.1845, -3.7740, -3.5048], [1.3257, -4.0579, -3.7443], [-0.2394, -3.2404, -2.3568], [0.7475, -2.7924, -1.4588], [-1.4329, -4.2989, -6.1535], [-0.8573, -5.7855, -5.3909], [0.2991, -4.4845, -5.8793], [0.3375, -2.2912, -0.5821], [1.3866, -2.0822, -1.9847], [1.3377, -3.5965, -1.0133], [1.2001, -2.3102, 2.4437], [1.0464, -2.8104, 3.7540], [1.9279, -3.7339, 4.1615], [2.8705, -4.1521, 3.5584], [1.5448, -4.1173, 5.3707], [2.3704, -5.0008, 6.1040], [2.2005, -1.9088, 2.3036], [0.4355, -1.5469, 2.3057], [0.9564, -3.0644, 1.6906], [1.9646, -5.1657, 7.0949], [3.3671, -4.5533, 6.1724], [2.6216, -5.9520, 5.6300], [-5.3776, -1.3947, 1.9258], [-4.8797, -1.1956, 0.6144], [-4.0227, -0.2163, 0.3976], [-3.4945, 0.4376, 1.2731], [-3.7670, -0.0141, -0.8663], [-4.5676, -0.6644, -1.8749], [-6.1418, -2.1656, 1.9373], [-5.8200, -0.4893, 2.3443], [-4.5663, -1.7113, 2.5850], [-4.7687, -1.7013, -1.6108], [-4.0585, -0.6846, -2.8322], [-5.5182, -0.1373, -1.9243], [-1.0884, 4.1528, 0.0621], [-1.9405, 4.8404, 0.9548], [-2.6504, 4.1981, 1.8638], [-2.6641, 2.9921, 1.9772], [-3.3514, 5.0331, 2.5784], [-2.9624, 6.4095, 2.7197], [-0.0401, 4.2650, 0.3313], [-1.2492, 4.5548, -0.9375], [-1.3007, 3.0841, -0.0115], [-3.0415, 6.9897, 1.8028], [-1.9987, 6.4411, 3.2196], [-3.6901, 6.9098, 3.3573], [3.8774, -1.3095, -0.0235], [4.2747, 0.0122, -0.3300], [5.0090, 0.7354, 0.4984], [5.2271, 0.4933, 1.6696], [5.5915, 1.6787, -0.2160], [6.4223, 2.6155, 0.4780], [3.3813, -1.6974, -0.9074], [3.1571, -1.2151, 0.7897], [4.6923, -1.9516, 0.3078], [7.1853, 2.0870, 1.0475], [5.8664, 3.2415, 1.1755], [6.8816, 3.2218, -0.2965], [-1.6143, 0.9621, -3.1733], [-1.4988, 0.2042, -4.3678], [-2.5756, 0.0240, -5.1013], [-3.6859, 0.4228, -4.8492], [-2.2496, -0.6322, -6.2026], [-3.2666, -1.0721, -7.0785], [-0.5882, 1.1998, -2.8934], [-2.0733, 0.4038, -2.3611], [-2.0731, 1.9420, -3.3076], [-2.8200, -1.6890, -7.8504], [-3.7604, -0.1915, -7.4965], [-4.0862, -1.6147, -6.6027], [2.7257, 1.8931, 3.3573], [3.2488, 3.1558, 2.7397], [4.1376, 3.8320, 3.1887], [2.7340, 3.3724, 1.3127], [3.4480, 1.4692, 4.0525], [2.5631, 1.1976, 2.5360], [1.7884, 2.0712, 3.8888], [2.8172, 2.4274, 0.7809], [3.4781, 4.0664, 0.9232], [1.7149, 3.7500, 1.3628]], "forces_ev_per_a": [[1.94, 0.98, -3.39], [0.61, -0.42, -0.29], [-1.67, 0.59, 1.77], [-0.16, 0.30, 0.48], [-0.09, -0.10, -0.08], [-0.27, -0.33, 0.24], [0.04, 0.43, -0.70], [-0.54, 0.17, 0.18], [0.49, -0.91, 0.51], [0.11, 0.30, -0.27], [-1.05, 0.35, 0.40], [1.09, 0.27, 0.35], [-0.01, -0.07, 0.03], [0.18, 0.02, 0.26], [0.03, -0.25, 0.07], [-0.78, 0.11, -0.45], [0.23, -0.11, 0.16], [0.12, -0.22, -0.56], [-0.25, -0.01, -0.52], [-0.31, -0.04, 0.32], [-0.15, -0.29, 0.33], [0.30, 0.09, -0.44], [-0.92, -0.02, 0.35], [1.93, -0.12, -0.16], [-0.07, -0.05, -0.06], [0.18, 0.29, 0.28], [0.42, -0.23, 0.12], [-0.31, 0.20, -0.13], [-0.12, 0.21, 0.39], [-0.81, -0.03, -0.35], [0.16, 0.08, 1.36], [-0.24, 0.26, -0.42], [-0.71, -1.32, -1.10], [-0.02, 0.45, 1.04], [0.46, 0.28, 0.48], [-0.86, -0.89, -0.05], [0.12, -0.06, -0.52], [0.07, 0.11, -0.26], [-0.03, -0.05, -0.05], [0.11, 0.09, 0.18], [0.21, 0.64, 0.20], [0.09, 0.06, -0.26], [0.45, -1.06, -1.15], [-0.18, 0.19, 0.36], [0.86, 1.68, -0.91], [-0.32, -1.41, 0.98], [-0.69, -0.69, 0.82], [-0.37, 0.83, 0.19], [-0.15, 0.23, 0.20], [0.00, 0.31, 0.18], [-0.15, 0.06, 0.43], [0.56, -0.47, -0.30], [0.16, 0.18, -0.34], [-0.11, -0.62, 0.30], [-0.56, 0.27, 1.08], [-0.09, 0.34, -1.29], [1.32, -1.06, 1.05], [-0.64, 0.28, -0.62], [-0.36, 0.73, -0.26], [0.32, -0.07, 0.31], [0.19, 0.00, -0.05], [-0.01, -0.43, -0.03], [0.14, 0.15, -0.15], [0.02, -0.03, -0.06], [-0.20, -0.07, -0.10], [-0.04, -0.01, 0.01], [0.70, 0.60, 0.33], [0.64, -0.09, 0.08], [-0.92, 0.19, -0.74], [-0.22, -0.02, 0.40], [1.09, -0.67, 0.38], [-1.29, 0.71, -0.28], [0.07, -0.31, 0.02], [-0.11, 0.02, -0.20], [-0.51, -0.28, -0.27], [0.21, 0.14, 0.08], [0.18, -0.09, -0.33], [0.39, -0.18, 0.42], [0.10, -0.12, 0.51], [0.31, -0.78, -0.92], [-0.24, 0.17, 0.34], [1.12, 0.42, 0.94], [-0.01, 0.08, 0.03], [-0.21, -0.21, 0.22], [-0.08, -0.01, -0.09], [-0.33, 0.05, -0.14], [-0.59, 0.32, -0.51], [0.02, 0.01, -0.35]], "lowdin_charge": [1.0656, -0.2542, -0.3924, 0.0631, 0.0509, 0.0613, -0.0242, 0.0065, -0.6185, 0.1405, 0.0037, -0.0663, 0.0891, 0.1005, 0.0981, 0.0712, 0.0948, 0.1035, -0.0527, 0.0009, -0.6149, 0.1528, 0.0066, -0.0439, 0.0787, 0.0713, 0.0966, 0.0954, 0.1000, 0.0988, -0.0077, 0.0232, -0.5512, 0.0453, 0.0468, 0.0279, 0.1097, 0.1079, 0.1003, 0.1063, 0.0782, 0.1179, 0.0000, 0.0315, -0.5704, 0.0709, 0.0488, 0.0034, 0.0839, 0.1092, 0.0851, 0.1048, 0.1096, 0.1033, -0.0168, -0.0027, -0.6342, 0.1235, 0.0080, -0.0155, 0.0855, 0.0559, 0.1147, 0.1018, 0.0810, 0.0987, -0.0348, 0.0288, -0.6274, 0.1130, 0.0130, -0.0405, 0.0933, 0.0690, 0.1071, 0.0970, 0.1006, 0.0982, -0.0164, -0.4939, 0.0837, -0.0058, 0.0937, 0.0597, 0.0832, 0.0597, 0.0881, 0.0635]}